# 1
Computed, not measured: a structure of composition C27H26AgBr4N3O6S, with wB97M-V/def2-TZVPD.

Properties
LUMO energy (eV): 4.2
Maximum force (hartree/bohr): 0.010
DFT total energy (eV): -340184.719
Charge: -2
ΔE to the lowest compared entry with this formula, charge and spin (eV): 0.000
Spin multiplicity: 1
HOMO-LUMO gap (eV): 5.235

XYZ file:
```
68
Properties=species:S:1:pos:R:3:mulliken_charge:R:1
Ag -0.40 -0.62 0.36 1.1005
C 0.67 0.52 4.26 -1.8896
C 0.95 -0.47 3.14 0.9861
O -0.02 -1.09 2.69 -0.9292
C 2.31 -0.60 2.64 1.0399
C 3.36 0.00 3.36 -0.6705
C 4.66 0.02 2.92 -0.8215
C 4.93 -0.54 1.65 -0.3532
C 3.94 -1.11 0.91 -0.9375
C 2.58 -1.22 1.37 0.0285
O 1.73 -1.82 0.65 -0.1866
H -0.41 0.62 4.35 0.3853
H 1.11 1.50 4.06 0.4226
H 1.07 0.16 5.21 0.4219
H 3.14 0.44 4.33 0.2736
H 5.44 0.47 3.51 0.3627
H 5.94 -0.50 1.26 0.3523
H 4.15 -1.52 -0.07 0.3414
Br -6.38 -0.33 -3.66 -0.2492
C -4.54 -0.47 -3.19 0.3028
C -3.65 -1.09 -4.03 0.0539
Br -4.21 -1.83 -5.69 -0.2445
C -2.30 -1.17 -3.64 -0.0733
Br -1.00 -1.95 -4.80 -0.2038
C -1.80 -0.67 -2.44 0.6791
O -0.57 -0.74 -2.10 -1.1846
C -2.76 -0.01 -1.53 0.2020
O -2.36 0.47 -0.43 -0.8203
C -4.09 0.06 -1.97 -0.2172
Br -5.28 0.95 -0.78 -0.2123
C -0.18 3.97 -0.33 -1.2031
C 0.18 2.51 -0.54 0.6993
N 0.06 2.03 -1.79 -0.1988
O 0.59 1.85 0.41 -0.5805
H -0.73 4.40 -1.16 0.3734
H 0.75 4.53 -0.18 0.2929
H -0.77 4.04 0.58 0.2768
H -0.52 2.57 -2.42 0.2436
H 0.01 1.00 -1.91 0.0898
C -1.36 -5.60 -2.56 -0.9466
C 0.10 -5.19 -2.64 -0.4096
C 0.42 -3.94 -1.82 -0.1942
N 0.46 -4.21 -0.39 0.6365
C -0.45 -3.79 0.48 -0.9540
S -1.91 -3.12 0.10 -0.1860
N -0.06 -3.94 1.83 0.6269
C 0.43 -5.05 2.43 0.4267
O 0.91 -5.03 3.56 -0.7131
C 0.31 -6.36 1.69 0.2948
C 1.36 -7.26 1.79 -0.6070
C 1.27 -8.49 1.16 -0.4980
C 0.13 -8.83 0.45 -0.4692
C -0.93 -7.94 0.37 -0.5137
C -0.84 -6.70 0.99 -0.0526
H -1.57 -6.45 -3.22 0.4058
H -2.00 -4.77 -2.86 0.2394
H -1.64 -5.87 -1.55 0.0347
H 0.38 -4.99 -3.68 0.4236
H 0.74 -6.02 -2.29 0.2862
H -0.32 -3.16 -1.99 -0.4872
H 1.39 -3.53 -2.09 0.2951
H 1.38 -4.31 0.00 0.3401
H -0.09 -3.07 2.37 -0.0658
H 2.23 -6.99 2.37 0.4298
H 2.10 -9.19 1.22 0.3823
H 0.06 -9.79 -0.05 0.3674
H -1.82 -8.19 -0.18 0.4107
H -1.65 -5.99 0.91 0.5444
```

---

# 2
Computed, not measured: a structure of composition C27H26As2N3O10S3Y, with wB97M-V/def2-TZVPD.

Properties
LUMO energy (eV): -0.6
Maximum force (hartree/bohr): 0.012
DFT total energy (eV): -208595.454
Charge: 0
ΔE to the lowest compared entry with this formula, charge and spin (eV): 1.001
Spin multiplicity: 1
HOMO-LUMO gap (eV): 6.346

XYZ file:
```
72
Properties=species:S:1:pos:R:3:mulliken_charge:R:1
Y -0.03 -0.16 -0.38 0.4606
O 0.91 -0.90 3.67 -0.6633
C 1.16 -0.62 2.52 0.4179
N 0.81 0.48 1.78 -0.3885
C 0.08 1.48 2.34 0.2382
O -0.39 1.58 3.46 -0.6397
C -0.16 2.61 1.35 0.7019
C -0.47 3.88 1.82 -0.5000
C -0.67 4.89 0.90 -0.6534
C -0.59 4.59 -0.45 -0.8602
C -0.32 3.29 -0.84 -0.0638
N -0.08 2.32 0.05 0.0652
C 1.97 -1.61 1.68 0.5863
C 2.69 -2.61 2.32 -0.7448
C 3.36 -3.54 1.54 -0.3214
C 3.26 -3.47 0.16 -0.7596
C 2.49 -2.46 -0.40 -0.1242
N 1.87 -1.54 0.35 -0.1833
H -0.52 4.03 2.89 0.6112
H -0.89 5.90 1.23 0.4623
H -0.75 5.35 -1.21 0.4425
H -0.30 3.01 -1.88 0.2799
H 2.69 -2.64 3.40 0.5921
H 3.94 -4.32 2.01 0.4630
H 3.75 -4.18 -0.48 0.4235
H 2.33 -2.39 -1.46 0.4703
S -2.35 -0.93 -4.31 -0.2613
C -1.27 -0.80 -3.09 0.3051
S -1.03 -2.08 -1.90 -0.3511
S -0.28 0.66 -2.88 -0.4592
C -4.49 3.65 0.05 -0.8373
O -4.30 2.65 1.07 -0.2004
C -3.56 1.59 0.78 0.0448
O -2.99 1.42 -0.27 -0.5760
C -3.42 0.62 1.90 -0.2796
C -3.97 0.77 3.11 0.6532
As -3.53 -0.25 4.72 0.3681
C -5.30 -0.98 5.12 -1.2545
C -2.73 -1.87 3.98 0.9818
C -2.16 -2.02 2.78 -0.0559
As -2.35 -0.85 1.25 1.5918
C -3.74 -1.82 0.30 -1.3334
C -1.24 -3.12 2.40 -0.0378
O -0.69 -3.12 1.32 -0.4646
O -1.05 -4.03 3.34 -0.1453
C -0.15 -5.11 3.04 -0.7904
C -2.77 -2.95 5.01 -0.3087
O -3.48 -3.92 4.93 -0.5527
O -2.02 -2.65 6.07 -0.2501
C -2.06 -3.59 7.16 -0.7544
C -4.99 1.81 3.46 0.1912
O -6.16 1.58 3.33 -0.5863
O -4.58 2.93 4.07 -0.3878
C -3.19 3.27 4.14 -0.5328
H -4.03 4.57 0.40 0.2937
H -5.57 3.79 -0.06 0.2604
H -4.04 3.32 -0.88 0.3187
H -5.93 -0.15 5.43 0.4366
H -5.19 -1.68 5.95 0.4231
H -5.75 -1.48 4.27 0.3655
H -4.60 -1.93 0.95 0.3967
H -3.35 -2.78 -0.01 0.4391
H -3.99 -1.25 -0.60 0.4454
H 0.85 -4.85 3.38 0.2959
H -0.14 -5.30 1.97 0.2901
H -0.53 -5.97 3.59 0.2722
H -1.55 -3.11 7.98 0.2432
H -1.56 -4.51 6.87 0.2945
H -3.10 -3.81 7.41 0.3249
H -3.15 4.36 4.04 0.3827
H -2.61 2.80 3.36 0.1618
H -2.78 2.98 5.11 0.3262
```

---

# 3
Computed, not measured: a structure of composition C27H26AsN3O7PRh at a distorted geometry, with wB97M-V/def2-TZVPD.

Properties
LUMO energy (eV): -7.2
Maximum force (hartree/bohr): 0.031
DFT total energy (eV): -120348.680
Charge: +2
ΔE to the lowest compared entry with this formula, charge and spin (eV): 0.000
Spin multiplicity: 1
HOMO-LUMO gap (eV): 6.514

XYZ file:
```
66
Properties=species:S:1:pos:R:3:mulliken_charge:R:1
Rh 0.15 -0.40 -0.53 0.2332
O -3.37 4.22 -1.69 -0.5110
C -2.49 3.28 -1.38 0.7866
C -1.24 3.17 -1.99 -0.3314
C -0.42 2.14 -1.60 0.3046
N -0.79 1.28 -0.66 0.4026
C -1.99 1.36 -0.07 0.4407
C -2.87 2.35 -0.40 -0.8377
C -2.20 0.27 0.94 0.2206
O -3.17 0.22 1.63 -0.5985
O -1.18 -0.59 0.98 -0.7711
C 0.95 1.86 -2.14 -0.2248
O 1.53 2.59 -2.89 -0.6044
O 1.44 0.71 -1.68 -0.2821
H -3.03 4.84 -2.35 0.3342
H -0.90 3.86 -2.75 0.5377
H -3.83 2.42 0.10 0.6702
C -2.36 1.56 -5.66 -0.6578
C -1.01 1.38 -5.37 -0.7085
C -0.63 0.53 -4.35 -0.3102
C -1.61 -0.13 -3.61 0.8631
C -2.96 0.05 -3.88 -0.3248
C -3.33 0.90 -4.91 -0.7434
As -1.09 -1.37 -2.27 2.1936
C -2.54 -2.48 -1.76 -0.1925
C -3.67 -2.15 -1.03 -0.1524
C -4.62 -3.13 -0.81 -0.9226
C -4.41 -4.41 -1.31 -0.8847
C -3.26 -4.73 -2.02 -0.6348
C -2.30 -3.76 -2.25 0.2816
C -1.01 -3.95 -2.99 0.5305
C -0.57 -5.13 -3.56 -0.7076
C 0.64 -5.16 -4.24 -0.8252
C 1.43 -4.02 -4.35 -0.8907
C 1.01 -2.84 -3.77 -0.4161
C -0.21 -2.82 -3.11 -0.3277
H -2.65 2.22 -6.46 0.4465
H -0.25 1.89 -5.96 0.4710
H 0.42 0.37 -4.14 0.2679
H -3.72 -0.47 -3.31 0.4629
H -4.38 1.04 -5.14 0.4637
H -3.82 -1.15 -0.63 0.4645
H -5.51 -2.91 -0.25 0.4708
H -5.15 -5.18 -1.14 0.4242
H -3.12 -5.74 -2.39 0.4407
H -1.16 -6.04 -3.49 0.4372
H 0.98 -6.09 -4.68 0.4286
H 2.37 -4.06 -4.89 0.4532
H 1.60 -1.94 -3.86 0.5837
N 3.90 -0.54 -1.34 -0.0927
C 4.00 -0.45 0.15 -0.9087
P 2.62 -1.34 0.96 1.1304
O 3.11 -2.31 1.95 -0.8420
O 1.69 -1.80 -0.17 -0.6809
C 1.73 -0.10 2.03 -0.6918
N 1.10 -0.94 3.11 -0.1455
H 4.80 -0.34 -1.79 0.4381
H 3.16 0.12 -1.69 0.0957
H 3.59 -1.47 -1.61 0.3102
H 4.05 0.60 0.45 0.4665
H 4.92 -0.94 0.47 0.3971
H 0.94 0.50 1.59 0.1821
H 2.47 0.56 2.48 0.5651
H 0.15 -1.21 2.83 0.2465
H 1.06 -0.47 4.01 0.3838
H 1.69 -1.80 3.18 0.3922
```

---

Q: Look up the LUMO energy of the third one.
A: -7.2 eV

---

Q: spin multiplicity of number 3 (C27H26AsN3O7PRh)?
A: 1

---

Q: Which of these has the lowest HOMO-LUMO gap?
A: C27H26AgBr4N3O6S